(1)
{
  "formula": "C5H11O2",
  "method": "ωB97M-V/def2-TZVPD",
  "species": ["C", "C", "C", "O", "O", "H", "H", "H", "H", "H", "C", "C", "H", "H", "H", "H", "H", "H"],
  "xyz": [[-1.511, 1.003, -0.814], [-1.037, 1.210, -2.307], [-0.217, 1.166, 0.146], [0.833, 0.641, -0.270], [-0.438, 1.964, 1.081], [-2.073, 1.847, -0.428], [-1.943, 0.023, -0.910], [-1.734, 0.792, -3.045], [-0.021, 0.830, -2.364], [-1.016, 2.251, -2.619], [0.633, -3.072, 1.347], [1.670, -2.081, 0.870], [0.288, -3.775, 0.578], [0.948, -3.836, 2.076], [-0.215, -2.486, 1.677], [1.214, -1.132, 0.530], [2.362, -1.566, 1.557], [2.317, -2.375, 0.049]],
  "e_homo_ha": -0.1471,
  "homo_lumo_gap_ev": 8.00,
  "de_lowest_kj_mol": 94.2,
  "total_charge": -1
}

=====

(2)
{
  "formula": "C41H39AsN5O2PSY",
  "method": "ωB97M-V/def2-TZVPD",
  "species": ["Y", "O", "N", "O", "C", "C", "C", "C", "C", "C", "N", "C", "C", "N", "C", "C", "C", "C", "H", "H", "H", "H", "H", "H", "H", "C", "N", "C", "S", "N", "C", "H", "H", "H", "H", "H", "H", "H", "H", "C", "C", "As", "C", "C", "C", "C", "C", "C", "C", "C", "C", "C", "C", "C", "P", "C", "C", "C", "C", "C", "C", "C", "C", "C", "C", "C", "C", "H", "H", "H", "H", "H", "H", "H", "H", "H", "H", "H", "H", "H", "H", "H", "H", "H", "H", "H", "H", "H", "H", "H", "H"],
  "xyz": [[-0.230, 0.098, -0.193], [6.728, -0.253, -3.800], [5.856, -1.038, -3.531], [5.700, -2.134, -4.028], [4.787, -0.556, -2.602], [5.138, 0.438, -1.774], [4.213, 0.939, -0.806], [4.574, 1.930, 0.128], [3.655, 2.361, 1.050], [2.376, 1.815, 1.018], [2.005, 0.881, 0.148], [2.918, 0.428, -0.760], [2.537, -0.617, -1.680], [1.250, -1.076, -1.619], [0.883, -2.084, -2.408], [1.750, -2.680, -3.313], [3.032, -2.204, -3.418], [3.468, -1.144, -2.585], [6.136, 0.851, -1.836], [5.577, 2.341, 0.108], [3.900, 3.119, 1.782], [1.619, 2.160, 1.712], [-0.141, -2.431, -2.322], [1.406, -3.499, -3.931], [3.715, -2.643, -4.127], [1.731, -3.453, 1.799], [1.776, -2.339, 2.756], [0.855, -1.402, 2.892], [-0.614, -1.398, 1.942], [0.989, -0.481, 3.838], [2.073, -0.462, 4.824], [2.702, -3.939, 1.804], [1.523, -3.084, 0.799], [0.968, -4.179, 2.075], [2.478, -2.407, 3.480], [0.171, 0.080, 4.018], [1.980, -1.284, 5.536], [2.024, 0.473, 5.372], [3.042, -0.515, 4.326], [-3.682, 2.292, -1.768], [-3.236, 2.862, -3.108], [-4.646, 3.986, -3.976], [-6.152, 2.779, -3.747], [-6.016, 1.403, -3.912], [-7.130, 0.572, -3.862], [-8.389, 1.113, -3.648], [-8.536, 2.485, -3.509], [-7.424, 3.316, -3.566], [-4.811, 5.132, -2.394], [-5.716, 4.939, -1.350], [-5.710, 5.789, -0.248], [-4.803, 6.840, -0.181], [-3.906, 7.044, -1.223], [-3.914, 6.196, -2.324], [-2.302, 1.782, -0.685], [-3.020, 1.356, 0.931], [-4.151, 0.531, 0.983], [-4.645, 0.116, 2.210], [-4.023, 0.519, 3.389], [-2.902, 1.336, 3.344], [-2.388, 1.740, 2.121], [-1.315, 3.266, -0.425], [-1.799, 4.380, 0.265], [-1.006, 5.509, 0.374], [0.267, 5.538, -0.196], [0.750, 4.443, -0.897], [-0.045, 3.308, -1.010], [-4.372, 1.460, -1.895], [-4.180, 3.053, -1.163], [-2.918, 2.082, -3.800], [-2.409, 3.564, -2.989], [-5.043, 0.973, -4.130], [-7.018, -0.496, -4.011], [-9.258, 0.468, -3.615], [-9.520, 2.913, -3.366], [-7.555, 4.389, -3.484], [-6.440, 4.133, -1.397], [-6.431, 5.644, 0.548], [-4.822, 7.521, 0.662], [-3.223, 7.886, -1.196], [-3.237, 6.384, -3.152], [-4.661, 0.235, 0.073], [-5.531, -0.505, 2.249], [-4.430, 0.213, 4.345], [-2.453, 1.683, 4.268], [-1.542, 2.419, 2.089], [-2.800, 4.376, 0.686], [-1.387, 6.381, 0.890], [0.870, 6.434, -0.119], [1.717, 4.489, -1.383], [0.293, 2.490, -1.648]],
  "e_homo_ha": -0.5138,
  "homo_lumo_gap_ev": 4.67,
  "de_lowest_kj_mol": 46.1,
  "total_charge": 3
}

=====

(3)
{
  "formula": "C3H3NO3",
  "method": "ωB97M-V/def2-TZVPD",
  "species": ["N", "C", "O", "C", "O", "C", "O", "H", "H", "H"],
  "xyz": [[-1.004, 1.096, -0.648], [-0.125, 0.266, -0.138], [1.139, 0.719, -0.319], [2.044, -0.172, 0.231], [3.218, 0.017, 0.192], [-2.010, -1.281, 0.577], [-1.579, -2.203, 1.087], [-0.803, 1.970, -1.123], [1.510, -1.024, 0.680], [-1.967, 0.797, -0.544]],
  "e_homo_ha": -0.3471,
  "homo_lumo_gap_ev": 10.31,
  "de_lowest_kj_mol": 236.8,
  "total_charge": 0
}